Record 1
{"formula": "C6H13N", "method": "ωB97M-V/def2-TZVPD", "gap_ev": 3.65, "total_energy_ev": -7914.687, "e_lumo_ha": -0.0879, "homo_ev": -6.04, "spin_multiplicity": 1, "e_above_lowest_ev": 8.146, "largest_force_ha_per_bohr": 0.087, "symbols": ["H", "H", "H", "H", "H", "H", "H", "C", "H", "H", "C", "C", "C", "C", "H", "H", "H", "H", "C", "N"], "xyz": [[3.41236, 0.51313, -0.00273], [-0.98484, -2.47246, 0.15596], [4.36441, 0.62967, -0.10883], [-0.81737, 1.47774, 0.35575], [1.96639, -0.87102, -0.83217], [-3.60869, 1.25156, -0.24604], [-2.47433, 0.79079, -1.15278], [0.02257, -0.58592, 0.01640], [0.32222, -2.42270, -1.11266], [-2.82012, 0.19845, 1.58163], [-0.21218, -1.90169, -0.30533], [1.36531, -0.03432, -0.51473], [2.32106, 0.78293, 0.43563], [-0.87659, 0.41391, 0.52187], [-2.19215, -1.12670, 0.55890], [2.32975, 0.43296, 1.49039], [1.03388, 0.58228, -1.36118], [2.21442, 1.86870, 0.32047], [-2.25747, -0.01859, 0.65769], [-3.10862, 0.49128, -0.45823]], "nbo_charge": [0.066, 0.194, 0.001, 0.203, 0.214, 0.345, 0.343, -0.049, 0.206, 0.211, -0.436, -0.436, -0.480, -0.150, 0.197, 0.229, 0.212, 0.216, -0.294, -0.793]}


Record 2
{"formula": "C17H26GeN3O7STa", "method": "ωB97M-V/def2-TZVPD", "total_charge": -1, "gap_ev": [5.88, 6.67], "total_energy_ev": -105756.218, "e_lumo_ha": [0.1067, 0.1060], "homo_ev": [-2.98, -3.79], "spin_multiplicity": 2, "e_above_lowest_ev": 4.156, "largest_force_ha_per_bohr": 0.051, "symbols": ["C", "O", "H", "H", "H", "S", "C", "Ge", "H", "H", "H", "H", "H", "H", "N", "O", "C", "H", "C", "O", "H", "C", "H", "H", "H", "Ta", "C", "N", "H", "H", "H", "C", "H", "C", "H", "C", "H", "O", "C", "C", "C", "O", "C", "H", "H", "O", "H", "C", "O", "C", "H", "H", "N", "C", "C", "H"], "xyz": [[3.69326, -1.28618, 2.06144], [0.53104, 1.71313, -1.75224], [-0.14828, 4.78236, -2.36739], [3.27744, -2.08107, 1.44051], [-3.03187, 2.77030, 1.00100], [-2.23064, -0.98700, -1.61121], [-2.80709, -1.74837, 2.20313], [2.35109, 0.17782, 2.30007], [1.34015, -3.12028, 0.63429], [-0.95364, 5.68499, -0.43237], [4.18999, 1.84070, 3.08153], [-0.05769, -0.22312, 3.10645], [2.60680, 2.34181, 3.69052], [-0.11664, -3.30719, -0.36801], [0.79062, -1.26626, -3.22483], [-2.05074, 3.13597, -1.09530], [0.54487, 2.74684, -2.52937], [1.06687, -0.53617, 4.44768], [0.35638, -2.41712, -3.83173], [-2.61409, 3.69296, 0.99976], [0.89499, 0.72588, -3.98200], [0.60954, 4.15530, -1.89030], [4.59655, -0.91528, 1.57528], [-0.27111, -3.01144, 1.37113], [-3.85104, -4.72987, 1.04791], [0.38243, 0.23422, -0.54192], [-2.68374, -1.76043, -0.17488], [-2.52458, -1.12910, 1.03929], [-3.44187, -3.51042, 3.20667], [-2.62739, -1.14981, 3.08335], [1.59644, 4.53590, -2.16651], [-3.48567, -3.71099, 1.04556], [2.16111, 2.04958, 0.54811], [-0.02662, -2.15701, -5.11325], [-0.41610, -2.78361, -5.89565], [-1.86508, 3.77141, -0.08554], [0.85340, -1.73921, 3.16755], [0.61591, 2.70249, -3.74581], [-3.21732, -3.06514, -0.13618], [0.90070, -0.66925, 3.37691], [0.66769, -0.31892, -4.12121], [-2.00620, 0.07306, 1.08121], [-3.26701, -3.03813, 2.25110], [3.97364, -1.71397, 3.02743], [3.48503, 1.03472, 4.49177], [0.51746, 4.23046, -0.48873], [-0.01771, -0.26901, -6.10763], [-0.69111, 4.73265, 0.04748], [0.30874, -1.40000, 0.23577], [1.83939, 1.01794, 0.67492], [0.34807, -3.35614, -3.30490], [-3.36303, -3.55204, -1.08918], [0.18399, -0.80993, -5.28784], [3.25809, 1.48240, 3.52169], [0.31609, -2.76399, 0.47971], [-0.49153, 4.89357, 1.10477]], "mulliken_spin": [-0.007, -0.078, -0.001, 0.004, 0.005, 0.007, 0.007, -0.003, -0.007, 0.000, 0.000, -0.006, 0.000, -0.005, 0.012, 0.001, 0.003, 0.001, 0.010, -0.003, -0.003, 0.004, 0.002, 0.001, 0.001, 1.194, 0.011, 0.012, -0.001, 0.000, 0.000, 0.006, 0.005, 0.004, 0.000, 0.011, 0.001, -0.002, -0.002, 0.013, 0.013, 0.003, -0.003, 0.000, 0.000, 0.000, 0.000, -0.002, -0.007, -0.191, 0.000, 0.000, 0.001, -0.002, 0.002, -0.005]}


Record 3
{"formula": "C29H31N3O7ReS2", "method": "ωB97M-V/def2-TZVPD", "gap_ev": [7.01, 7.04], "total_energy_ev": -73177.256, "e_lumo_ha": [-0.0233, -0.0221], "homo_ev": [-7.64, -7.64], "spin_multiplicity": 2, "e_above_lowest_ev": 3.331, "largest_force_ha_per_bohr": 0.016, "symbols": ["C", "S", "C", "H", "C", "O", "H", "C", "C", "C", "N", "O", "C", "N", "C", "O", "C", "C", "H", "C", "H", "C", "O", "C", "H", "H", "H", "H", "H", "H", "H", "C", "O", "O", "C", "N", "C", "H", "C", "C", "H", "C", "H", "C", "C", "C", "C", "O", "H", "C", "H", "H", "C", "H", "H", "H", "H", "Re", "H", "C", "C", "C", "H", "H", "H", "H", "H", "C", "H", "H", "S", "H", "H"], "xyz": [[-5.01066, -3.17581, -4.22851], [-2.22737, -1.74330, 0.97366], [4.17604, 1.91469, -0.75771], [0.36576, 4.99210, -2.03425], [2.37600, -1.67869, 5.70874], [-1.79248, 0.48828, -1.20674], [-2.04042, -3.97545, 1.89638], [-4.98533, -2.19297, -1.91374], [1.28693, -4.72948, -1.27937], [1.61013, -0.04939, 1.85359], [2.55894, 0.45012, 1.11889], [-0.21401, 2.29818, -0.48086], [2.51840, -3.41190, 0.35274], [1.99954, 0.86420, -0.09778], [3.19956, -0.73641, 3.65629], [4.88518, 1.66456, 0.43016], [2.19476, -5.83770, 0.80666], [-3.04576, -2.29591, -0.49523], [-0.66256, -2.91725, 2.28815], [2.23898, -2.21246, -0.42924], [-2.48462, -3.85040, -3.45076], [0.83044, -1.01368, 3.99230], [0.79246, -1.84076, -0.48858], [-0.98494, -0.17580, -3.32922], [0.64593, -3.81241, -3.09318], [-1.34920, -3.29912, -1.34561], [-5.91464, -3.77034, -4.08461], [0.98505, -5.72713, -1.57733], [0.43040, 5.18478, -0.28513], [-0.83419, 0.54922, -4.13200], [-4.88346, -1.34353, 0.05224], [-3.02117, -3.30464, -2.68148], [-3.25665, 0.43562, -2.89613], [0.37720, -0.07908, 1.42451], [1.06713, -3.69883, -2.10331], [0.17140, -0.25488, -2.44736], [-2.37883, -2.99834, -1.49074], [2.86850, -1.34396, -0.31544], [3.43796, -1.27122, 4.91134], [-4.36101, -1.90202, -0.71350], [4.24626, 1.25691, 1.03689], [2.65782, 1.88788, -0.68604], [2.56515, -2.09573, 6.68942], [-2.14582, 0.27416, -2.45319], [-1.35071, -3.23074, 1.50274], [-4.32856, -2.89614, -2.91873], [1.94250, 2.92818, -1.24497], [1.25640, -1.76633, -4.23554], [4.45007, 2.88997, -1.16302], [1.07390, -1.54898, 5.24777], [2.88785, -5.67058, 1.62896], [1.23767, -6.15894, 1.22468], [1.89345, -0.60437, 3.19188], [-6.00020, -1.85118, -2.07967], [4.45536, 1.16033, -1.50950], [-4.35400, -3.71875, -4.90778], [-5.30223, -2.24292, -4.71372], [0.14677, 0.27623, -0.56462], [-0.18016, -0.89766, 3.62397], [1.45119, -2.35210, -1.67061], [2.00497, -4.59776, -0.01184], [0.04353, 4.55598, -1.08899], [2.56876, -6.65701, 0.19050], [0.24427, -1.86163, 5.86834], [3.14934, -3.31637, 1.22765], [-1.04174, 4.53708, -1.03642], [-0.76247, -3.65114, 0.69013], [0.58686, 3.16468, -0.94257], [4.45445, -1.37098, 5.26881], [4.02706, -0.42334, 3.03337], [1.55345, -1.04783, -2.98780], [-1.22806, -1.13615, -3.78362], [2.49020, 3.72912, -1.72004]], "mulliken_spin": [0.000, 0.016, -0.002, 0.000, 0.001, 0.054, 0.001, -0.001, -0.001, 0.022, -0.002, -0.001, 0.002, 0.004, 0.001, 0.000, 0.000, -0.007, 0.000, 0.003, 0.000, 0.006, -0.022, 0.007, 0.000, 0.001, 0.000, 0.000, 0.000, 0.002, 0.000, 0.000, 0.011, 0.004, 0.000, 0.016, 0.010, 0.000, -0.001, 0.001, 0.000, -0.001, 0.000, 0.008, -0.003, 0.001, -0.010, 0.000, 0.000, -0.001, 0.000, 0.000, -0.008, 0.000, 0.001, 0.000, 0.000, 0.881, -0.004, -0.009, 0.002, -0.002, 0.000, 0.000, 0.000, 0.000, 0.001, 0.016, 0.000, 0.000, 0.006, -0.002, 0.000]}


Record 4
{"formula": "C2H2Cl2Si", "method": "ωB97M-V/def2-TZVPD", "gap_ev": 9.03, "total_energy_ev": -35028.159, "e_lumo_ha": -0.0178, "homo_ev": -9.52, "spin_multiplicity": 1, "e_above_lowest_ev": 1.639, "largest_force_ha_per_bohr": 0.042, "symbols": ["C", "Cl", "Cl", "H", "C", "Si", "H"], "xyz": [[0.88679, 0.31349, -0.68928], [0.66200, 0.10685, 2.43698], [-1.53793, -1.64109, 0.95656], [-0.78194, 0.17887, -2.15789], [0.16186, 0.26865, -1.64042], [-1.17283, 0.32384, 1.22660], [1.78204, 0.44940, -0.13255]], "nbo_charge": [-0.279, -0.521, -0.453, 0.247, -0.190, 0.936, 0.261]}


Record 5
{"formula": "C4H8FI", "method": "ωB97M-V/def2-TZVPD", "gap_ev": 9.10, "total_energy_ev": -15093.112, "e_lumo_ha": 0.0209, "homo_ev": -8.53, "spin_multiplicity": 1, "e_above_lowest_ev": 2.191, "largest_force_ha_per_bohr": 0.088, "symbols": ["H", "C", "H", "H", "I", "H", "F", "H", "H", "C", "H", "C", "C", "H"], "xyz": [[-1.29222, 1.97688, 0.41481], [0.60497, 0.09449, 0.11111], [0.66825, 0.36124, -1.90287], [1.89770, -1.01742, -1.27750], [-2.91674, -0.20673, 0.01875], [-0.16044, -1.52248, 1.07820], [1.40293, 1.16974, 0.44327], [-0.03688, -1.09949, -1.38817], [-1.19358, 1.39860, -1.29502], [-1.29963, 1.08862, -0.28619], [-0.10312, 0.03738, 2.11543], [0.38986, -0.71865, 1.34709], [0.83160, -0.49605, -1.30786], [1.20730, -1.06611, 1.92894]], "nbo_charge": [0.216, 0.537, 0.228, 0.226, 0.106, 0.222, -0.377, 0.231, 0.186, -0.655, 0.230, -0.701, -0.683, 0.233]}


Record 6
{"formula": "C3H7N4", "method": "ωB97M-V/def2-TZVPD", "smiles": "C[n+]1cc(N)n[nH]1", "total_charge": 1, "gap_ev": 9.26, "total_energy_ev": -9175.930, "e_lumo_ha": -0.1761, "homo_ev": -14.05, "spin_multiplicity": 1, "e_above_lowest_ev": 2.586, "largest_force_ha_per_bohr": 0.117, "symbols": ["N", "H", "N", "H", "C", "H", "N", "N", "H", "C", "C", "H", "H", "H"], "xyz": [[-2.62222, -0.66587, 0.00749], [0.02912, -1.74775, 0.18262], [-1.33918, 1.26844, -0.05219], [-2.67900, -1.66838, -0.01167], [2.19681, -0.01645, 0.02700], [2.54867, -0.12191, -1.00433], [0.77748, 0.21277, 0.04116], [0.31173, 1.43863, 0.06898], [2.43905, -0.92832, 0.57015], [-1.45168, -0.03413, 0.01013], [-0.16424, -0.69555, 0.08080], [0.71613, 2.25697, -0.36050], [2.70809, 0.82797, 0.48829], [-3.47077, -0.12641, -0.04793]], "nbo_charge": [-0.761, 0.255, -0.191, 0.422, -0.437, 0.254, -0.028, -0.223, 0.256, 0.302, 0.023, 0.442, 0.254, 0.433]}


Record 7
{"formula": "C4H11NO2", "method": "ωB97M-V/def2-TZVPD", "smiles": "CNCCC=O.O", "gap_ev": 9.78, "total_energy_ev": -9910.494, "e_lumo_ha": 0.0331, "homo_ev": -8.87, "spin_multiplicity": 1, "e_above_lowest_ev": 1.748, "largest_force_ha_per_bohr": 0.029, "symbols": ["H", "H", "C", "H", "H", "O", "C", "C", "H", "H", "N", "H", "H", "H", "O", "H", "H", "C"], "xyz": [[-0.55230, 0.40209, -1.01825], [-2.32777, 2.50240, 1.53861], [-0.66984, -1.47968, 0.02467], [3.10972, 1.09655, -0.25281], [-0.78470, 1.76777, 2.10710], [1.43689, -1.50466, -1.07970], [-0.61244, 0.04010, 0.01982], [0.37426, -2.05346, -0.90879], [-0.52455, -1.81571, 1.05308], [-0.90571, 2.64144, 0.53089], [-1.76570, 0.68918, 0.62415], [0.34631, 0.42739, 0.40693], [0.14290, -2.92309, -1.53916], [-1.66766, -1.81060, -0.28243], [2.27569, 1.56813, -0.11606], [1.73990, 1.41551, -0.88987], [-2.07431, 0.12688, 1.41394], [-1.41466, 1.99054, 1.23698]], "nbo_charge": [0.172, 0.199, -0.526, 0.477, 0.175, -0.530, -0.230, 0.448, 0.232, 0.197, -0.617, 0.209, 0.118, 0.221, -0.944, 0.472, 0.339, -0.413]}


Record 8
{"formula": "C3H14O4", "method": "ωB97M-V/def2-TZVPD", "total_charge": 1, "gap_ev": [12.00, 5.29], "total_energy_ev": -11516.421, "e_lumo_ha": [-0.1115, -0.3575], "homo_ev": [-15.04, -15.02], "spin_multiplicity": 2, "e_above_lowest_ev": 2.735, "largest_force_ha_per_bohr": 0.113, "symbols": ["H", "H", "H", "H", "H", "O", "H", "H", "H", "O", "C", "H", "H", "C", "H", "O", "H", "O", "H", "C", "H"], "xyz": [[-2.32050, 0.04677, -1.61111], [1.82789, 0.08369, -0.55635], [0.82450, 0.99144, 1.09452], [3.00948, 0.55872, -1.26755], [0.70537, -1.75676, 1.62031], [0.47770, -1.56097, -0.34832], [-0.66768, 0.92182, 3.46579], [-0.11657, -1.19279, -0.99858], [-0.20427, -0.90753, 3.14727], [-0.81812, 1.83376, -2.25588], [0.04979, -1.12009, 0.85897], [1.02634, 0.44534, 3.55515], [-0.71709, 0.55002, 1.02099], [0.16059, 0.29291, 1.49620], [-2.08753, -1.44543, -2.04956], [2.43067, 0.93866, -0.63642], [-0.54978, 1.99875, -3.16588], [-2.18418, -0.90122, -1.29323], [-0.99806, -1.48703, 1.02439], [0.07274, 0.18804, 3.07234], [-0.67940, 2.54603, -1.57368]], "mulliken_spin": [0.000, 0.002, -0.001, 0.000, 0.118, 0.337, 0.021, 0.001, -0.001, 0.001, 0.159, 0.004, 0.082, 0.268, 0.000, 0.006, 0.000, 0.001, 0.000, 0.002, 0.000]}


Record 9
{"formula": "C5H22O7", "method": "ωB97M-V/def2-TZVPD", "smiles": "OCCCCCO.O.O.O.O.O", "gap_ev": 10.59, "total_energy_ev": -19873.943, "e_lumo_ha": 0.0068, "homo_ev": -10.40, "spin_multiplicity": 1, "e_above_lowest_ev": 1.101, "largest_force_ha_per_bohr": 0.040, "symbols": ["C", "H", "H", "H", "H", "H", "H", "O", "C", "O", "H", "H", "H", "H", "C", "H", "H", "H", "O", "H", "H", "H", "H", "C", "H", "H", "H", "O", "C", "O", "H", "O", "O", "H"], "xyz": [[-1.31213, 0.87643, 0.70879], [1.51690, -1.31261, -1.32715], [-1.01295, -2.41725, 1.86359], [-1.09812, 2.96344, 1.15421], [-3.23584, -0.70499, -1.03176], [-0.09637, 1.02812, -3.75896], [1.37927, -2.44212, 1.52895], [0.61534, 1.06393, -3.11836], [-0.56436, -1.62354, 1.29485], [-2.37741, -0.96721, -1.37056], [0.93277, 2.56965, 0.48653], [-2.27698, 1.24965, 0.37669], [-1.57034, -0.14806, 2.52938], [0.81109, 2.74716, -1.90027], [-1.52007, -0.44044, 1.47574], [-0.71060, 1.97330, 2.56933], [0.94766, -1.47191, 2.88512], [-2.51753, -0.85329, 1.30762], [0.78104, 2.07369, 1.29738], [-2.35694, -1.22384, -2.29283], [-0.86700, 0.65505, -0.26625], [1.32192, 0.42125, 1.34065], [2.94342, -2.29203, -0.37632], [0.85496, -1.51671, 1.79782], [-0.71875, -2.04485, 0.29866], [3.11445, -0.96695, 0.15711], [0.90921, 0.17887, -2.81396], [0.29761, 3.40853, -1.40594], [-0.66972, 2.01311, 1.48122], [3.46066, -1.50046, -0.59046], [-0.42770, 2.88650, -1.04637], [0.96836, -1.39417, -2.11996], [1.61733, -0.47175, 1.21954], [0.86081, -2.31651, -2.35405]], "nbo_charge": [-0.472, 0.504, 0.208, 0.176, 0.481, 0.475, 0.165, -1.007, -0.441, -0.961, 0.498, 0.206, 0.192, 0.505, -0.387, 0.192, 0.169, 0.205, -0.763, 0.486, 0.247, 0.511, 0.446, -0.059, 0.224, 0.499, 0.513, -0.958, -0.079, -0.945, 0.460, -0.976, -0.795, 0.484]}


Record 10
{"formula": "C4H10O3", "method": "ωB97M-V/def2-TZVPD", "smiles": "C=CC(=C)O.O.O", "gap_ev": 8.98, "total_energy_ev": -10450.438, "e_lumo_ha": 0.0167, "homo_ev": -8.53, "spin_multiplicity": 1, "e_above_lowest_ev": 2.805, "largest_force_ha_per_bohr": 0.045, "symbols": ["H", "O", "C", "H", "C", "O", "H", "H", "H", "C", "H", "O", "C", "H", "H", "H", "H"], "xyz": [[-0.11531, -2.19567, -0.85249], [0.37144, 5.04765, -0.00377], [-1.88849, -0.65921, 1.36675], [-2.65682, 0.12332, 1.39135], [-0.03322, -1.87618, 0.17333], [-0.71968, 0.40686, -0.23649], [1.37677, -0.40348, -2.05953], [0.51281, 5.60369, -0.77934], [2.67308, -0.96065, -2.64310], [-0.95923, -0.76228, 0.43253], [0.89275, 5.59342, 0.60059], [1.86425, -1.22717, -2.18830], [0.51146, -2.47892, 1.23781], [1.12300, -3.32183, 1.03085], [0.09926, 0.45002, -0.78031], [0.42544, -2.09556, 2.23304], [-2.22609, -1.51448, 1.93179]], "nbo_charge": [0.227, -0.920, -0.499, 0.213, -0.260, -0.687, 0.454, 0.460, 0.475, 0.278, 0.461, -0.927, -0.344, 0.195, 0.466, 0.209, 0.199]}